Entry 1:
Molecular formula: C19H43Cl3HfOSi4Te
Method: DFT, the ωB97M-V functional and the def2-TZVPD basis

Output
**Kohn-Sham gap**: 3.59 eV
**HOMO**: 0.28 eV
**Multiplicity**: 1
**Charge**: -2

Last column: Mulliken charge in e.
Cartesian coordinates (Å):
C (-0.72075, 1.00178, -4.75519)  0.5331
C (-1.55804, -0.17077, -4.75950)  0.7853
C (-0.74842, -1.31491, -4.50565)  0.4790
C (-3.01230, -0.14486, -5.04138)  -1.4604
C (0.63492, -0.90803, -4.33454)  1.1201
C (0.67164, 0.59573, -4.49585)  0.2947
C (1.87290, 1.41383, -4.71259)  -1.6748
C (-1.10758, 2.36821, -5.15887)  -1.4018
C (-1.23437, -2.72409, -4.41762)  -1.6375
C (1.82421, -1.75979, -4.21381)  -1.5144
Hf (-0.03446, 0.30220, -2.59766)  0.6822
Cl (-4.47476, -1.62855, -1.41133)  -0.9220
Cl (-1.79584, 1.82558, -1.99006)  -0.5012
Cl (-0.12877, -1.69030, -1.28015)  -0.4111
H (-3.46031, 0.77542, -4.61265)  0.2986
H (-3.50439, -0.96258, -4.45700)  0.3380
H (-3.22052, -0.20167, -6.10407)  0.2642
H (-2.13644, -2.74323, -3.76345)  0.3844
H (-0.46945, -3.37403, -3.93942)  0.2507
H (-1.46466, -3.13771, -5.40256)  0.3354
H (1.58022, -2.71114, -3.73001)  0.3758
H (2.63635, -1.27445, -3.64059)  0.3219
H (2.22677, -1.97899, -5.21329)  0.2790
H (2.77283, 0.92296, -4.34014)  0.3098
H (1.80195, 2.42674, -4.26673)  0.3221
H (1.98510, 1.53562, -5.79519)  0.3629
H (-2.12405, 2.61597, -4.82721)  0.3612
H (-1.07232, 2.44197, -6.25041)  0.3482
H (-0.41732, 3.13689, -4.74948)  0.2705
O (1.31325, 1.31364, -1.83493)  -0.2600
H (1.56436, 2.23991, -1.69108)  0.1877
C (-0.43966, 3.34818, 1.87163)  -0.8660
Si (-1.15649, 1.78356, 2.63834)  0.4021
C (-1.37359, 1.95656, 4.50622)  -0.9818
C (-2.80217, 1.35316, 1.83572)  -0.8999
Si (0.38186, 0.03164, 2.29694)  0.4017
Te (2.40148, -0.11740, 0.90677)  -0.8829
Si (2.61888, 0.40707, 3.39568)  0.8291
C (1.98189, 0.29216, 5.19093)  -1.1924
C (3.98255, -0.94822, 3.23211)  -1.3782
C (3.28912, 2.16482, 3.13119)  -1.1348
Si (-0.58670, -2.03789, 2.81476)  0.3752
C (-0.96970, -2.05326, 4.66350)  -1.0852
C (-2.18700, -2.26926, 1.86791)  -0.8338
C (0.63481, -3.40614, 2.37935)  -0.9700
H (-1.10952, 4.20329, 2.03469)  0.3666
H (-0.31173, 3.20707, 0.78809)  0.1179
H (0.54171, 3.59747, 2.30069)  0.2091
H (-2.18434, 2.67163, 4.71009)  0.3782
H (-1.63659, 1.00164, 4.99096)  0.1912
H (-0.46254, 2.34158, 4.99642)  0.2184
H (-2.70706, 1.06743, 0.77620)  0.2407
H (-3.27539, 0.49938, 2.33207)  0.2301
H (-3.49067, 2.21382, 1.89636)  0.3268
H (1.64979, -0.72236, 5.44497)  0.1122
H (2.83858, 0.54524, 5.83677)  0.4640
H (1.17043, 0.99042, 5.41095)  0.1194
H (4.41703, -1.25865, 2.25748)  0.3286
H (4.78219, -0.48429, 3.80147)  0.3458
H (3.66333, -1.87427, 3.71290)  0.2561
H (3.40765, 2.44704, 2.07166)  0.2612
H (2.63621, 2.92740, 3.59306)  0.2349
H (4.28209, 2.24979, 3.59904)  0.3346
H (-1.64945, -1.23981, 4.95280)  0.2093
H (-1.46601, -3.01032, 4.88982)  0.4046
H (-0.06206, -1.98513, 5.27699)  0.2162
H (-2.15969, -1.95209, 0.81644)  0.1495
H (-2.47164, -3.33822, 1.87919)  0.3409
H (-3.01211, -1.70205, 2.31603)  0.2779
H (0.92266, -3.35632, 1.32303)  0.1700
H (1.54986, -3.35283, 2.98322)  0.2254
H (0.16225, -4.38320, 2.56995)  0.3657

Entry 2:
Molecular formula: C19H43N2O2P2Zr
Method: DFT, the ωB97M-V functional and the def2-TZVPD basis

Output
**Kohn-Sham gap (spin up / spin down)**: 6.15 / 6.15 eV
**HOMO (spin up / spin down)**: -18.04 / -18.04 eV
**Multiplicity**: 1
**Charge**: +3

Last column: Mulliken charge in e.
Cartesian coordinates (Å):
Zr (0.01446, -0.30837, 0.05499)  -1.7307
P (-0.94043, 0.01145, -2.15083)  0.9864
P (0.80397, -1.05212, 2.23546)  0.6321
N (-1.44241, -1.91682, 0.18278)  -0.3090
C (-2.53754, -0.79132, -1.71181)  -0.8904
H (-3.33496, -0.07291, -1.94761)  0.4941
H (-2.65923, -1.63744, -2.40967)  0.5177
C (-2.70812, -1.28172, -0.27825)  -0.8811
H (-2.93464, -0.45329, 0.41395)  0.2982
H (-3.49632, -2.03436, -0.18174)  0.6579
C (-1.42372, -2.62371, 1.50145)  -1.1097
H (-0.79554, -3.50519, 1.36019)  0.4882
H (-2.44548, -2.94138, 1.70089)  0.4450
C (-0.86309, -1.72812, 2.61710)  -0.5211
H (-0.77334, -2.31054, 3.54137)  0.5619
H (-1.54804, -0.88669, 2.81531)  0.4491
C (1.30135, 0.17646, 3.40592)  0.7458
C (1.00519, 1.64502, 3.08192)  -1.1756
H (-0.04836, 1.91634, 3.22289)  0.3090
H (1.29737, 1.89795, 2.05103)  -0.0396
H (1.60150, 2.29744, 3.73757)  0.5620
C (1.95663, -2.43414, 2.15099)  0.5593
C (3.34651, -1.99119, 1.63256)  -1.5836
H (3.73862, -2.74807, 0.94883)  0.3641
H (4.05998, -1.87871, 2.45462)  0.4897
H (3.27796, -1.04069, 1.08641)  0.1890
C (-0.23702, -0.86068, -3.52934)  1.0263
C (0.82127, 0.01376, -4.21852)  -1.5642
H (1.46333, -0.58613, -4.88137)  0.5219
H (1.45292, 0.51182, -3.48650)  0.2244
H (0.32689, 0.76506, -4.84708)  0.3687
C (-1.33219, 1.73567, -2.49698)  0.4956
C (-0.12058, 2.67243, -2.59612)  -1.6090
H (-0.46471, 3.71875, -2.54817)  0.4226
H (0.43110, 2.54395, -3.53421)  0.3361
H (0.58874, 2.51610, -1.77502)  0.3256
C (1.74637, 0.65459, -0.42435)  0.2812
C (2.04304, -3.09417, 3.55196)  -1.6937
H (1.54136, -2.50401, 4.31653)  0.5175
H (1.59898, -4.09683, 3.54156)  0.2937
H (3.09458, -3.20994, 3.84039)  0.4745
C (-1.42182, -1.16598, -4.45463)  -1.6945
H (-1.15938, -0.90845, -5.48791)  0.3833
H (-1.68217, -2.21900, -4.41208)  0.3408
H (-2.31003, -0.58622, -4.18911)  0.6036
C (-2.21158, 1.77354, -3.74577)  -1.5062
H (-2.50797, 2.81189, -3.95280)  0.4931
H (-1.67835, 1.40863, -4.62805)  0.3305
H (-3.13027, 1.19323, -3.62678)  0.3662
C (2.78045, -0.03588, 3.70672)  -1.6510
H (3.40971, 0.10253, 2.82015)  0.3947
H (3.12406, 0.68588, 4.45333)  0.5405
H (2.94978, -1.03339, 4.09846)  0.3350
H (0.69965, -0.10843, 4.27982)  0.7748
H (-1.92870, 2.06219, -1.62584)  0.4882
H (1.54322, -3.14848, 1.43289)  0.7176
H (0.23321, -1.81021, -3.20131)  0.6541
O (2.85265, 1.19354, -0.74116)  -0.2932
H (-1.07326, -2.53305, -0.54195)  0.4059
H (1.13804, -1.60413, -0.63497)  -0.0563
C (0.22819, 3.48569, 0.53395)  -1.5989
C (-0.95107, 2.66228, 0.87054)  0.4711
N (-2.02837, 3.22594, 1.37252)  -0.1919
O (-1.01566, 1.34802, 0.73592)  -0.1406
H (0.53315, 4.03939, 1.42801)  0.5094
H (-0.06077, 4.21919, -0.23261)  0.4894
H (1.13188, 2.94956, 0.17874)  0.3752
H (-2.84769, 2.69130, 1.62995)  0.2677
H (-2.02328, 4.21220, 1.50485)  0.2613

Entry 3:
Molecular formula: C19H43O2P3PbS
Method: DFT, the ωB97M-V functional and the def2-TZVPD basis

Output
**Kohn-Sham gap (spin up / spin down)**: 3.17 / 4.86 eV
**HOMO (spin up / spin down)**: -18.84 / -18.84 eV
**Energy above the lowest of the compared OMol25 structures with the same formula, charge and spin**: 69.6 kJ/mol
**Multiplicity**: 1
**Charge**: +4

Last column: Mulliken charge in e.
Cartesian coordinates (Å):
Pb (-0.15888, 0.04925, 0.49109)  0.8792
P (-2.20660, 1.94270, 0.64563)  0.7315
P (-1.66842, -1.15799, 3.01469)  0.8348
P (-1.83036, -1.81745, -0.96633)  0.8191
H (6.74142, -0.32056, -5.01234)  0.3720
C (5.94680, -0.33851, -5.76655)  -0.2741
C (5.43471, 0.78644, -6.28275)  -0.2313
H (5.80962, 1.77244, -5.98829)  0.3300
C (-1.60556, 3.57650, 1.20080)  -1.2105
C (-3.83082, 1.79354, 1.47511)  -1.0800
C (-2.65195, 2.24332, -1.10118)  -1.1291
C (-0.85173, -2.73802, 3.47905)  -1.3226
C (-1.58178, -0.30177, 4.64026)  -1.4080
C (-3.43099, -1.68955, 3.03010)  -1.1392
C (-1.45677, -1.57089, -2.73854)  -1.2432
C (-3.65318, -1.99630, -0.95900)  -1.2803
C (-1.26105, -3.53935, -0.69584)  -1.2154
H (5.61595, -1.32395, -6.11749)  0.4115
H (4.67567, 0.75543, -7.07288)  0.3756
H (-0.55394, 3.70836, 0.90546)  0.3589
H (-1.66072, 3.63890, 2.29789)  0.3718
H (-2.21082, 4.38298, 0.76079)  0.5006
H (-3.67977, 1.65444, 2.55466)  0.3386
H (-4.37076, 0.91624, 1.09049)  0.3257
H (-4.44729, 2.68922, 1.31315)  0.4818
H (-1.73657, 2.42687, -1.68543)  0.3399
H (-3.32292, 3.11178, -1.18613)  0.5110
H (-3.15456, 1.35492, -1.51428)  0.3179
H (-1.28998, -3.12892, 4.41032)  0.4685
H (0.22106, -2.55347, 3.62266)  0.3701
H (-0.98303, -3.47161, 2.67119)  0.3249
H (-2.03685, -0.92510, 5.42212)  0.4549
H (-2.11985, 0.65223, 4.57601)  0.3720
H (-0.53279, -0.09937, 4.89647)  0.3545
H (-3.51306, -2.72391, 3.38856)  0.4305
H (-3.83277, -1.63104, 2.01078)  0.1005
H (-4.01618, -1.02912, 3.68322)  0.4659
H (-2.18460, -2.12723, -3.34752)  0.5304
H (-0.43595, -1.91542, -2.96450)  0.3118
H (-1.51221, -0.50030, -2.98653)  0.3083
H (-3.99689, -2.34041, -1.94532)  0.4761
H (-4.10784, -1.02069, -0.74104)  0.3167
H (-3.96273, -2.71417, -0.18759)  0.4255
H (-1.48785, -4.15874, -1.57555)  0.4477
H (-1.75974, -3.95944, 0.18877)  0.3577
H (-0.17548, -3.53699, -0.51998)  0.3289
C (1.71219, 0.42012, -2.10100)  0.7735
C (2.58453, -0.59908, -1.59428)  -0.1021
C (3.45539, -1.24710, -2.45565)  -1.0442
C (3.56013, -0.81343, -3.77873)  -0.0908
C (2.83495, 0.29329, -4.23532)  -0.3972
C (1.92347, 0.92536, -3.41234)  -0.6555
O (0.66490, 0.85211, -1.44994)  -0.5021
H (1.10714, -1.27080, 1.05141)  0.1245
H (2.50132, -0.91639, -0.55617)  0.2997
H (4.06118, -2.08435, -2.08983)  0.4366
H (4.26904, -1.30057, -4.44520)  0.5530
H (3.00542, 0.67965, -5.23457)  0.4337
H (1.29961, 1.75325, -3.71539)  0.5111
C (3.43248, 1.43933, 3.31658)  -1.2310
S (1.84531, 1.66612, 2.50443)  0.7185
C (0.95343, 2.52818, 3.81283)  -0.7881
O (2.05900, 2.63187, 1.38010)  -0.6636
H (3.26768, 1.01050, 4.31032)  0.4195
H (3.92795, 2.41479, 3.38020)  0.4135
H (4.01317, 0.74054, 2.70050)  0.3731
H (1.02055, 3.60363, 3.62206)  0.4093
H (-0.09193, 2.18353, 3.80717)  -0.0852
H (1.42110, 2.26416, 4.76854)  0.4829

| no. | calculated total energy (Eh) |
| --- | --- |
| 1 | -3679.82608 |
| 2 | -1738.42666 |
| 3 | -2513.61019 |